Entry 1:
13
Properties=species:S:1:pos:R:3 method="wB97M-V/def2-TZVPD" homo_ev=-10.2 homo_lumo_gap_ev=10.27 e_above_lowest_ev=0.8324 total_charge=0 mol_weight_g_mol=255.89
C 0.07870 -0.64211 0.48730
C -1.00801 -0.96895 0.07394
C 1.36649 -0.45279 1.07190
C 1.47193 1.64398 -0.08358
C -2.29816 -1.25672 -0.47389
O 1.89325 -1.21191 1.82605
O 2.04400 0.70952 0.71413
Br 1.36058 1.01822 -1.97349
Br 2.53700 3.25069 0.00264
H 0.44033 1.89811 0.19187
H -2.30988 -1.00051 -1.53380
H -3.05306 -0.67310 0.05238
H -2.52316 -2.31444 -0.35546


Entry 2:
53
Properties=species:S:1:pos:R:3 method="wB97M-V/def2-TZVPD" homo_ev=-7.2 homo_lumo_gap_ev=5.74 total_charge=0 mol_weight_g_mol=684.83
C -0.86515 -1.72871 3.42815
C -0.73037 -2.55814 2.30856
C 0.64597 -2.80660 2.06246
H -1.55271 -3.03065 1.77540
C 1.41069 -2.17589 3.05562
C 0.47733 -1.52279 3.98026
H 0.70919 -1.23642 5.00818
H -1.78416 -1.40521 3.92082
H 1.04332 -3.44838 1.28590
H 2.49168 -2.24130 3.22163
Bi 1.22474 0.68157 3.27954
Cl 3.54690 0.18929 4.17639
P 0.21132 0.11146 -1.24670
C 1.50529 -1.02835 -1.76137
C 1.29679 -1.86871 -2.87482
H 0.35232 -1.80844 -3.41426
C 2.29302 -2.75742 -3.28492
H 2.10931 -3.41359 -4.14683
C 3.52094 -2.80263 -2.60681
H 4.28942 -3.51457 -2.93218
C 3.75441 -1.95367 -1.51601
H 4.72947 -1.96233 -1.02370
C 2.74072 -1.11104 -1.06398
H 2.90981 -0.50146 -0.17836
C -1.47861 -0.44620 -1.49242
C -1.82114 -1.81423 -1.33542
H -1.04827 -2.53646 -1.05770
C -3.11799 -2.24718 -1.59934
H -3.35959 -3.31037 -1.50815
C -4.09284 -1.33454 -2.02953
H -5.08952 -1.69538 -2.29770
C -3.75804 0.01579 -2.20767
H -4.51600 0.71284 -2.57199
C -2.45636 0.45561 -1.98389
H -2.16932 1.47945 -2.23459
C 0.52176 1.81485 -1.66418
C 1.19194 2.08860 -2.87396
H 1.47053 1.25980 -3.52386
C 1.47706 3.40030 -3.23987
H 1.95495 3.60126 -4.20066
C 1.14165 4.45886 -2.37994
H 1.40150 5.48940 -2.66521
C 0.48193 4.19956 -1.16631
H 0.20780 5.03042 -0.50534
C 0.17833 2.88557 -0.79567
H -0.34178 2.69745 0.15007
F -3.40171 2.09094 5.07947
C -2.32637 2.88535 4.79827
F -2.74833 3.80390 3.88902
F -1.97872 3.53787 5.94550
C -1.18460 2.01035 4.16318
O -1.20069 1.84266 2.90446
O -0.26781 1.51751 4.95047


Entry 3:
71
Properties=species:S:1:pos:R:3 method="wB97M-V/def2-TZVPD" homo_ev=-9.1 homo_lumo_gap_ev=8.73 smiles="CCCN[C@]1(N=C(C)C)[C@@H](S)S(=O)(=O)O[C@](CCCCO)(N=C=O)[C@H]1CCO[Si](C)(C)C" total_charge=0 mol_weight_g_mol=509.77
C 0.88840 5.16175 -2.39220
C 1.39763 3.96222 -3.43547
C 0.33958 2.71732 -3.22694
N 0.85794 1.49728 -2.56032
C 0.74406 1.41428 -1.06836
N -0.33069 2.21482 -0.41406
C -1.60477 1.81558 -0.58971
C -2.59364 2.02942 0.74817
C -2.36636 1.21102 -1.89688
C 2.15374 2.11239 -0.48475
S 2.16896 2.32911 1.37599
S 3.51664 1.05141 -1.18588
O 4.66173 1.04385 -0.09871
O 4.16662 1.89520 -2.35731
O 3.10758 -0.41162 -1.84554
C 1.92768 -1.10511 -1.32491
C 2.54085 -2.34276 -0.43915
C 3.91746 -2.03381 0.40650
C 3.73415 -1.30797 1.85915
C 3.40890 -2.38149 3.10086
O 2.20381 -3.19092 2.87082
N 1.38026 -1.75020 -2.62248
C 0.57942 -2.82145 -2.40109
O -0.37433 -3.74944 -2.11335
C 0.72336 -0.22609 -0.70364
C 0.26249 -0.54478 0.83961
C -1.14915 -1.44246 0.93672
O -2.04778 -0.89881 1.96774
Si -3.61498 -1.68952 1.98243
C -3.51602 -3.50960 2.68322
C -4.49187 -1.81751 0.27437
C -4.85776 -0.71051 3.14703
H 0.24074 4.71223 -1.50654
H 0.23628 5.96164 -2.94905
H 1.81908 5.67241 -1.87936
H 2.50180 3.72993 -3.14022
H 1.26096 4.38823 -4.52871
H -0.64261 3.19605 -2.80902
H 0.05537 2.38764 -4.34245
H 0.46692 0.67671 -3.06962
H -3.46123 1.24527 0.71597
H -3.08799 3.11237 0.69094
H -1.94189 1.94794 1.73987
H -1.68164 0.76919 -2.73465
H -3.13264 0.35749 -1.57927
H -3.02999 2.05909 -2.40377
H 2.30138 3.21354 -0.92276
H 0.88744 2.55256 1.90307
H 1.76429 -2.82134 0.32850
H 2.88928 -3.27847 -1.10221
H 4.36211 -3.11186 0.67771
H 4.78969 -1.55079 -0.25040
H 4.80857 -0.86851 2.14220
H 3.01441 -0.38074 1.87300
H 3.36802 -1.78573 4.13332
H 4.38360 -3.06448 3.19284
H 2.02826 -3.63274 3.77533
H -0.26888 -0.51053 -1.31570
H 1.01347 -1.14031 1.49574
H 0.00124 0.43258 1.47547
H -1.74754 -1.47647 -0.06303
H -0.88270 -2.55254 1.25346
H -3.14898 -4.25689 1.82955
H -4.55520 -3.86377 3.12791
H -2.70789 -3.55461 3.53204
H -5.44016 -1.09237 0.27459
H -4.92743 -2.91505 0.10340
H -3.84745 -1.49855 -0.64886
H -4.71064 -0.96369 4.27996
H -5.94298 -1.04618 2.78578
H -4.76900 0.42913 2.88311


Entry 4:
55
Properties=species:S:1:pos:R:3 method="wB97M-V/def2-TZVPD" homo_ev=-6.9 homo_lumo_gap_ev=6.87 e_above_lowest_ev=7.3096 total_charge=0 mol_weight_g_mol=407.47
C 0.78374 -3.55466 0.30737
N 2.03189 -2.82913 0.16042
C 2.22467 -1.48919 0.18217
C 1.13346 -0.53311 0.54103
C -0.14790 -0.68058 -0.04363
C -1.26166 0.19984 0.31193
C -2.53574 -0.58142 0.60577
C -3.23041 -0.41460 1.80396
C -4.49062 -0.99961 1.95708
C -5.04395 -1.76122 0.92345
C -4.30621 -1.98179 -0.24288
C -3.04327 -1.40180 -0.39748
O 1.34835 0.37405 1.40063
N 3.57099 -1.29887 0.07591
C 4.32262 -0.00916 0.10402
C 5.76057 -0.25637 -0.31351
C 4.33259 0.53922 1.52254
C 3.66509 0.95445 -0.86976
C 4.18918 -2.52237 -0.07908
C 3.23573 -3.47034 -0.04937
H 1.06206 -4.57936 0.57540
H 0.15117 -3.12903 1.09588
H 0.22195 -3.58400 -0.63634
H -0.27577 -1.33298 -0.90776
H -0.97883 0.83483 1.16573
H -2.76882 0.19602 2.58408
H -5.04585 -0.83742 2.88119
H -6.04405 -2.18839 1.02147
H -4.69948 -2.57682 -1.06590
H -2.46510 -1.55778 -1.30958
H 5.83253 -0.69836 -1.31424
H 6.27424 0.71199 -0.34105
H 6.29550 -0.88370 0.40972
H 3.31349 0.73434 1.87074
H 4.82869 -0.17478 2.19292
H 4.90824 1.47435 1.51952
H 2.65895 1.22617 -0.53939
H 4.28098 1.86124 -0.91650
H 3.62990 0.50099 -1.86869
H 5.25501 -2.61681 -0.19975
H 3.31821 -4.53784 -0.12908
O -1.60137 0.96020 -0.85769
C -2.21950 2.16452 -0.71754
C -3.33364 2.46805 -1.53841
N -3.73259 1.56811 -2.59728
O -3.35081 0.38236 -2.64374
O -4.50385 2.06252 -3.45888
C -3.96466 3.71353 -1.45614
C -3.55054 4.63310 -0.49931
C -2.44184 4.33576 0.30759
C -1.77013 3.11760 0.20254
H -4.73338 3.92735 -2.19114
H -4.06657 5.59404 -0.42422
H -2.11539 5.05610 1.05362
H -0.90791 2.89073 0.83166